Record 1
Computed, not measured: 3 unconnected molecules or ions with the total composition C7H14, with ωB97M-V with the def2-TZVPD basis set.

The geometry in XYZ format:
```
21
Properties=species:S:1:pos:R:3
C -1.329 0.584 1.566
C -1.287 -0.694 1.245
C -1.156 -2.087 1.684
C -1.374 -1.732 0.213
H -1.208 0.917 2.594
H -1.493 1.349 0.812
H -0.176 -2.455 1.982
H -1.986 -2.535 2.227
H -2.344 -1.953 -0.228
H -0.533 -1.857 -0.466
H 1.750 -1.617 -0.114
H 1.803 -2.127 0.426
C 2.086 0.704 -1.570
C 1.207 1.380 -0.835
C 0.174 2.313 -1.396
H 2.089 0.774 -2.656
H 2.841 0.067 -1.118
H 1.229 1.276 0.251
H 0.400 3.351 -1.122
H 0.133 2.251 -2.488
H -0.825 2.091 -1.005
```

Calculated values
SMILES: C=C1CC1.[H][H].C=CC
Multiplicity: 1
Total energy in eV: -7482.4220

=====

Record 2
Computed, not measured: C7H14 in the gas phase, with ωB97M-V with the def2-TZVPD basis set.

The geometry in XYZ format:
```
21
Properties=species:S:1:pos:R:3
C -1.272 -0.894 2.423
C -0.435 -0.961 1.396
C 0.214 -2.269 1.022
C 0.001 0.304 0.662
C -0.576 0.365 -0.770
C 0.467 0.728 -1.810
C 0.981 2.168 -1.740
H -1.610 -1.755 2.977
H -1.740 0.026 2.765
H 1.066 -2.158 0.351
H -0.506 -2.878 0.470
H 0.523 -2.865 1.878
H -0.446 1.086 1.274
H 1.088 0.327 0.695
H -1.410 1.071 -0.735
H -1.099 -0.534 -1.053
H 0.090 0.583 -2.821
H 1.315 0.058 -1.717
H 1.769 2.270 -2.490
H 0.189 2.874 -2.009
H 1.392 2.453 -0.770
```

Calculated values
SMILES: C=C(C)CCCC
Multiplicity: 1
Total energy in eV: -7485.3756

=====

no.,frontier orbital gap (eV)
1,10.7846
2,10.2787